ORCA calculation (ωB97M-V/def2-TZVPD) on a 19-piece molecular cluster, C19H76N38O19 overall.

Each atom is followed by the atoms it is bonded to, with distances in Å.
Atoms and positions in Å:
1 C 0.125 -0.266 3.995  O2 1.190, N3 1.305, N4 1.292
2 O 1.171 -0.038 3.476  C1 1.190
3 N -0.998 0.318 3.677  C1 1.305, H5 1.010, H6 1.010
4 N -0.259 -1.219 4.778  C1 1.292, H7 1.010, H8 1.010
5 H -1.662 -0.394 3.406  N3 1.010
6 H -0.844 1.057 3.007  N3 1.010
7 H -1.249 -1.216 4.978  N4 1.010
8 H 0.495 -1.666 5.280  N4 1.010
9 C -4.917 -5.962 0.471  O10 1.239, N11 1.325, N12 1.273
10 O -6.077 -6.119 0.066  C9 1.239
11 N -3.821 -6.204 -0.233  C9 1.325, H13 1.010, H14 1.010
12 N -4.523 -5.315 1.494  C9 1.273, H15 1.010, H16 1.010
13 H -2.893 -5.920 0.046  N11 1.010
14 H -4.024 -6.785 -1.034  N11 1.010
15 H -3.514 -5.299 1.535  N12 1.010
16 H -5.208 -4.669 1.859  N12 1.010
17 C -0.346 -4.953 1.090  O18 1.202, N19 1.303, N20 1.226
18 O -1.413 -5.254 0.625  C17 1.202
19 N -0.297 -4.134 2.102  C17 1.303, H21 1.010, H22 1.010
20 N 0.711 -5.511 0.817  C17 1.226, H23 1.010, H24 1.010
21 H -1.158 -3.670 2.355  N19 1.010
22 H 0.621 -3.753 2.283  N19 1.010
23 H 0.847 -6.377 0.316  N20 1.010
24 H 1.543 -5.420 1.382  N20 1.010
25 C -0.097 -0.286 -0.376  O26 1.214, N27 1.315, N28 1.305
26 O 0.856 0.389 -0.708  C25 1.214
27 N -1.096 0.262 0.282  C25 1.315, H29 1.010, H30 1.010
28 N -0.205 -1.568 -0.590  C25 1.305, H31 1.010, H32 1.010
29 H -1.894 -0.301 0.539  N27 1.010
30 H -0.781 1.154 0.634  N27 1.010
31 H 0.578 -2.038 -1.022  N28 1.010
32 H -0.815 -2.032 0.068  N28 1.010
33 C -4.904 1.147 4.780  O34 1.256, N35 1.269, N36 1.334
34 O -5.528 0.128 4.393  C33 1.256
35 N -3.956 1.682 4.128  C33 1.269, H37 1.010, H38 1.010
36 N -5.078 1.829 5.913  C33 1.334, H39 1.010, H40 1.010
37 H -3.589 2.582 4.403  N35 1.010
38 H -3.749 1.380 3.187  N35 1.010
39 H -4.685 2.744 6.083  N36 1.010
40 H -5.720 1.477 6.609  N36 1.010
41 C 1.866 5.816 -0.612  O42 1.200, N43 1.297, N44 1.342
42 O 1.447 4.934 -1.311  C41 1.200
43 N 2.659 5.675 0.404  C41 1.297, H45 1.010, H46 1.010
44 N 1.531 7.104 -0.779  C41 1.342, H47 1.010, H48 1.010
45 H 2.901 6.456 0.997  N43 1.010
46 H 3.145 4.794 0.308  N43 1.010
47 H 0.892 7.489 -1.459  N44 1.010
48 H 1.850 7.710 -0.035  N44 1.010
49 C -4.339 1.788 0.208  O50 1.212, N51 1.333, N52 1.336
50 O -4.094 0.994 1.090  C49 1.212
51 N -5.460 2.507 0.250  C49 1.333, H53 1.010, H54 1.010
52 N -3.699 1.924 -0.956  C49 1.336, H55 1.010, H56 1.010
53 H -5.476 2.868 -0.693  N51 1.010
54 H -6.164 1.901 0.646  N51 1.010
55 H -2.810 1.452 -0.875  N52 1.010
56 H -3.869 2.651 -1.637  N52 1.010
57 C 3.532 0.201 -3.907  O58 1.177, N59 1.332, N60 1.248
58 O 3.733 1.321 -4.206  C57 1.177
59 N 4.084 -0.814 -4.571  C57 1.332, H61 1.010, H62 1.010
60 N 2.885 -0.014 -2.862  C57 1.248, H63 1.010, H64 1.010
61 H 3.860 -1.726 -4.199  N59 1.010
62 H 4.705 -0.589 -5.335  N59 1.010
63 H 2.648 0.820 -2.344  N60 1.010
64 H 2.825 -0.971 -2.543  N60 1.010
65 C -3.163 -2.020 2.631  O66 1.207, N67 1.348, N68 1.307
66 O -2.107 -1.929 2.053  C65 1.207
67 N -3.318 -2.694 3.789  C65 1.348, H69 1.010, H70 1.010
68 N -4.274 -1.613 2.077  C65 1.307, H71 1.010, H72 1.010
69 H -4.246 -2.750 4.184  N67 1.010
70 H -2.601 -3.299 4.163  N67 1.010
71 H -5.161 -1.925 2.443  N68 1.010
72 H -4.107 -0.756 1.570  N68 1.010
73 C 6.848 -2.785 -2.927  O74 1.223, N75 1.312, N76 1.284
74 O 7.765 -2.568 -2.147  C73 1.223
75 N 6.923 -2.967 -4.224  C73 1.312, H77 1.010, H78 1.010
76 N 5.615 -2.782 -2.568  C73 1.284, H79 1.010, H80 1.010
77 H 7.727 -2.705 -4.775  N75 1.010
78 H 6.061 -2.945 -4.750  N75 1.010
79 H 5.451 -2.597 -1.589  N76 1.010
80 H 4.904 -3.053 -3.233  N76 1.010
81 C -3.375 5.342 2.291  O82 1.205, N83 1.314, N84 1.282
82 O -4.066 6.289 2.009  C81 1.205
83 N -3.100 4.363 1.459  C81 1.314, H85 1.010, H86 1.010
84 N -2.820 5.245 3.442  C81 1.282, H87 1.010, H88 1.010
85 H -3.447 4.433 0.513  N83 1.010
86 H -2.639 3.544 1.829  N83 1.010
87 H -2.090 4.607 3.724  N84 1.010
88 H -2.811 6.112 3.961  N84 1.010
89 C 4.826 -0.792 0.045  O90 1.203, N91 1.285, N92 1.287
90 O 3.983 -1.555 -0.348  C89 1.203
91 N 6.083 -0.821 -0.225  C89 1.285, H93 1.010, H94 1.010
92 N 4.598 0.009 1.026  C89 1.287, H95 1.010, H96 1.010
93 H 6.547 -0.076 0.274  N91 1.010
94 H 6.608 -1.429 -0.837  N91 1.010
95 H 5.390 0.596 1.241  N92 1.010
96 H 3.658 0.288 1.269  N92 1.010
97 C 2.140 -3.595 -2.641  O98 1.199, N99 1.282, N100 1.288
98 O 1.608 -2.556 -2.365  C97 1.199
99 N 1.932 -4.227 -3.736  C97 1.282, H101 1.010, H102 1.010
100 N 2.829 -4.238 -1.763  C97 1.288, H103 1.010, H104 1.010
101 H 1.156 -4.014 -4.346  N99 1.010
102 H 2.379 -5.124 -3.868  N99 1.010
103 H 3.082 -3.762 -0.909  N100 1.010
104 H 2.804 -5.242 -1.652  N100 1.010
105 C 2.694 -3.050 2.295  O106 1.210, N107 1.282, N108 1.265
106 O 3.398 -3.857 1.732  C105 1.210
107 N 2.221 -1.981 1.770  C105 1.282, H109 1.010, H110 1.010
108 N 2.306 -3.191 3.490  C105 1.265, H111 1.010, H112 1.010
109 H 2.718 -1.678 0.944  N107 1.010
110 H 1.749 -1.304 2.352  N107 1.010
111 H 2.553 -3.995 4.049  N108 1.010
112 H 1.762 -2.451 3.910  N108 1.010
113 C -3.668 -2.648 -2.002  O114 1.238, N115 1.290, N116 1.250
114 O -3.467 -1.912 -2.976  C113 1.238
115 N -4.641 -2.577 -1.157  C113 1.290, H117 1.010, H118 1.010
116 N -2.805 -3.484 -1.660  C113 1.250, H119 1.010, H120 1.010
117 H -4.606 -2.970 -0.228  N115 1.010
118 H -5.282 -1.806 -1.276  N115 1.010
119 H -1.975 -3.580 -2.229  N116 1.010
120 H -3.067 -4.279 -1.094  N116 1.010
121 C -0.605 0.122 -4.264  O122 1.229, N123 1.287, N124 1.303
122 O -1.517 0.907 -4.515  C121 1.229
123 N 0.563 -0.089 -4.761  C121 1.287, H125 1.010, H126 1.010
124 N -0.911 -0.862 -3.468  C121 1.303, H127 1.010, H128 1.010
125 H 1.015 -0.904 -4.370  N123 1.010
126 H 0.957 0.437 -5.528  N123 1.010
127 H -1.834 -1.093 -3.127  N124 1.010
128 H -0.153 -1.506 -3.294  N124 1.010
129 C 0.213 2.985 2.121  O130 1.187, N131 1.314, N132 1.326
130 O -0.803 2.369 2.114  C129 1.187
131 N 1.368 2.507 1.714  C129 1.314, H133 1.010, H134 1.010
132 N 0.249 4.293 2.337  C129 1.326, H135 1.010, H136 1.010
133 H 2.314 2.829 1.860  N131 1.010
134 H 1.260 1.710 1.103  N131 1.010
135 H 0.979 4.755 1.813  N132 1.010
136 H -0.651 4.747 2.276  N132 1.010
137 C -2.472 5.059 -2.593  O138 1.262, N139 1.330, N140 1.320
138 O -3.558 4.585 -2.161  C137 1.262
139 N -2.085 6.307 -2.346  C137 1.330, H141 1.010, H142 1.010
140 N -1.513 4.201 -2.893  C137 1.320, H143 1.010, H144 1.010
141 H -1.164 6.587 -2.650  N139 1.010
142 H -2.743 7.043 -2.133  N139 1.010
143 H -0.589 4.482 -3.186  N140 1.010
144 H -1.828 3.256 -2.726  N140 1.010
145 C 4.860 3.845 -1.965  O146 1.216, N147 1.253, N148 1.313
146 O 5.808 3.383 -1.360  C145 1.216
147 N 3.795 3.185 -1.962  C145 1.253, H149 1.010, H150 1.010
148 N 4.803 4.997 -2.595  C145 1.313, H151 1.010, H152 1.010
149 H 3.796 2.195 -1.764  N147 1.010
150 H 3.006 3.456 -2.531  N147 1.010
151 H 5.436 5.763 -2.414  N148 1.010
152 H 4.226 5.129 -3.414  N148 1.010

As for the HOMO-LUMO gap: 8.1 eV. The LUMO energy comes out at -0.07 eV. As for the charge: 0. For the HOMO energy, the calculation gives -8.21 eV. The value obtained for the strongest force on any atom is 10.9 eV/A. The energy above the lowest of the compared OMol25 structures with the same formula, charge and spin comes out at 307.72 kcal/mol.